The following is a quantum chemistry calculation of an isolated ion of composition C23H17BrF2N and charge +1, from OMol25.

Structure (ORCA input):
```
! RIJCOSX wB97M-V def2-TZVPD def2/J DEFGRID3
* xyz 1 1
F 3.9799 -4.6453 -2.4922
C 2.7318 -4.6619 -1.9115
C 2.0655 -5.8803 -1.8008
C 0.8169 -5.8798 -1.1683
C 0.2645 -4.6999 -0.6874
C 0.9410 -3.4586 -0.7863
C 0.3870 -2.2231 -0.2407
C 0.6830 -0.9668 -0.6879
C 0.2544 0.2936 -0.0349
C 1.2390 1.3966 -0.3375
C 0.9410 2.6484 0.2083
C 1.5586 3.8146 -0.2471
C 2.6183 3.7394 -1.1626
C 3.0713 2.4778 -1.5126
F 4.1827 2.4007 -2.3281
C 2.4416 1.2946 -1.0833
C -1.5477 0.8188 0.0724
C -2.2765 -0.4035 0.4603
N -2.9442 -0.1681 1.6248
C -2.9705 1.2024 1.8870
C -3.5193 1.8665 3.0066
C -3.4243 3.2820 3.0342
C -2.8559 3.9451 1.9441
Br -2.7636 5.8485 1.9795
C -2.3249 3.2703 0.8110
C -2.2412 1.8581 0.8943
C 2.1919 -3.4619 -1.4561
H 2.5261 -6.7886 -2.1770
H 0.2688 -6.8179 -1.0906
H -0.7007 -4.7197 -0.1983
H -0.4001 -2.3375 0.5063
H 1.3108 -0.9123 -1.5925
H 0.1600 0.1620 1.0983
H 0.1572 2.7108 0.9533
H 1.1616 4.7833 0.0558
H 3.1263 4.6364 -1.5075
H 2.8703 0.3560 -1.4292
H -1.4271 1.0273 -1.0042
H -2.2443 -1.3968 0.0362
H -3.4211 -0.8574 2.2141
H -3.9634 1.3296 3.8269
H -3.8115 3.8529 3.8837
H -1.8799 3.8059 -0.0092
H 2.7668 -2.5422 -1.5514
*
```

As for the LUMO energy: -5.045 eV. As for the gap between HOMO and LUMO: 6.54 eV. For the energy above the lowest of the compared OMol25 structures with the same formula, charge and spin, the calculation gives 36.7 kcal per mole. For the HOMO energy, the calculation gives -11.590 eV. The electronic energy is -101085.1751 eV.

---

The following is a quantum chemistry calculation of C23H17BrIN5O6S2Ti as an isolated structure, from OMol25.

Structure (ORCA input):
```
! RIJCOSX wB97M-V def2-TZVPD def2/J DEFGRID3
* xyz -2 3
Ti -1.0763 -0.0479 -0.7376
I -2.8041 -2.7177 -0.9315
C -3.7306 -2.2571 0.8764
C -4.5587 -3.1894 1.4393
C -5.2143 -2.9063 2.6532
C -5.0262 -1.6958 3.2538
C -4.1760 -0.7181 2.6808
C -4.0138 0.5382 3.3100
C -3.2218 1.4827 2.7266
C -2.5515 1.2069 1.5180
C -2.6198 -0.0069 0.8654
C -3.4799 -0.9845 1.4627
H -4.7142 -4.1418 0.9494
H -5.8675 -3.6493 3.0966
H -5.5325 -1.4561 4.1836
H -4.5352 0.7302 4.2424
H -3.0927 2.4552 3.1899
H -1.9624 2.0095 1.0972
O 0.3760 -0.4759 -3.1067
S 0.8083 -2.1068 -3.1250
O 0.3629 -2.6371 -1.8161
O -0.9673 -0.3417 -2.6385
C 2.4861 -1.7654 -3.1482
C 3.1425 -2.1712 -4.3276
C 4.4617 -1.8999 -4.5742
C 5.2097 -1.1609 -3.6025
C 4.5926 -0.7523 -2.4432
C 3.2414 -1.0158 -2.1687
S 2.7007 -0.6052 -0.5748
O 2.7974 -1.7969 0.3036
O 3.6381 0.4325 -0.1003
O 1.3199 -0.1029 -0.5507
H 2.5550 -2.7164 -5.0609
H 4.9267 -2.2381 -5.4926
H 6.2520 -0.9202 -3.7740
H 5.1542 -0.1982 -1.7024
N 1.8983 2.0530 1.9981
C 1.7181 2.1624 3.3466
C 0.4984 2.7581 3.5102
N -0.0783 3.0114 2.2932
C 0.7848 2.5522 1.4106
C 0.6391 2.6078 -0.0418
N -0.3473 2.1171 -0.7684
C -0.0778 2.4651 -2.0771
C 1.1036 3.1276 -2.1311
N 1.5366 3.2316 -0.8274
H 2.6454 1.5590 1.4718
H 2.4441 1.7968 4.0512
H -0.0005 3.0121 4.4317
H -0.7476 2.1606 -2.8631
H 1.6726 3.5130 -2.9574
H 2.4283 3.5688 -0.5099
Br -3.4085 1.2001 -1.9407
N 0.7743 -1.8582 1.5059
C -0.1491 -1.4304 0.9350
H 1.7848 -1.7875 1.1891
*
```

As for the LUMO energy (alpha / beta): 4.353 / 4.352 eV. As for the gap between HOMO and LUMO (alpha / beta): 3.97 / 6.50 eV. For the energy above the lowest of the compared OMol25 structures with the same formula, charge and spin, the calculation gives 127.2 kcal per mole. For the HOMO energy (alpha / beta), the calculation gives 0.383 / -2.149 eV. The electronic energy is -166790.5477 eV.